Record 1
Formula: C50H43IN5PS3Ti
Source: the Open Molecules 2025 dataset
Level of theory: ωB97M-V/def2-TZVPD

Results
frontier orbital gap = 6.28 eV
lowest unoccupied orbital energy = -6.2552 eV
energy = -4887.583566 Eh
multiplicity = 1
ΔE to the lowest compared entry with this formula, charge and spin = 6.40 kcal/mol
charge = +2

```
104
C50H43IN5PS3Ti | the Open Molecules 2025 dataset | ωB97M-V/def2-TZVPD
C -4.7348 0.1137 -2.9308
H 4.0885 0.3259 0.7629
H -5.4649 4.0594 2.5310
C 3.4285 -1.7662 -3.0131
H -0.7428 3.2244 3.7748
C 2.5346 -2.4639 0.3592
C 2.1323 -3.3482 -4.2695
C -0.8616 1.5044 -3.3891
H -1.8914 1.1945 -3.2364
H 5.7139 -3.6193 0.3508
C 2.7110 3.7229 -0.9034
C -2.4684 4.4835 4.0620
C 3.3637 -2.8582 -3.8627
C 3.2684 4.2262 -2.0707
H 1.0314 0.6388 -3.8131
H -2.1902 -0.9610 -2.3747
C -1.4321 -2.8769 2.2157
C -4.4304 3.8830 2.8027
C 2.1691 -2.5930 3.2720
H -1.1460 3.5357 -0.7525
N -0.3921 2.0885 -2.1201
C 1.5388 2.9882 -0.9687
H 4.2780 -3.3348 -4.1896
H -1.3299 -5.0890 5.3419
S 0.8320 2.2254 0.4602
C 1.0409 -2.3356 2.5193
H 4.3787 -1.3655 -2.6864
H 0.9844 -4.7675 5.5634
C 3.5809 0.6399 1.6630
H -0.8568 2.2378 -4.1990
C 4.1350 1.6468 2.4429
Ti 0.0467 0.3472 -0.6914
C -3.7356 2.8206 2.2459
H -5.6255 3.0617 -0.7357
P 1.4304 -1.1848 1.0803
C 2.2568 -1.1682 -2.5714
H 3.0981 -2.1006 3.0268
H -1.3184 -2.4932 -2.5229
H 0.0146 -3.0685 -4.2556
H -1.9792 5.1338 4.7742
C -1.7721 3.4211 3.5030
H 2.1228 -5.5935 -0.8771
C -5.3928 2.2076 -1.3570
C 1.8971 -3.5903 -0.1592
H 4.5744 -5.6185 -0.5523
C 1.4737 3.2592 -3.3543
H 5.0933 2.0696 2.1691
H 3.0918 4.3670 -4.2037
H -1.2154 4.0093 -2.4573
H 3.9153 2.8896 4.1750
C 2.2592 1.5473 3.9380
H -0.2976 -0.0660 -4.7352
C 1.7131 0.5271 3.1793
H -5.2899 2.1465 1.0852
H -2.3630 2.8193 -1.8237
H -3.4743 -4.7172 4.1660
N -2.3194 1.1803 0.3162
H -6.9478 2.6485 -2.7698
N -0.1150 -0.7647 -2.7345
H 4.1831 4.8019 -2.0246
C -3.7947 4.7046 3.7226
H 1.0141 3.0908 -4.3192
C 2.3739 0.0591 2.0386
S 2.3021 0.2012 -1.4678
C 2.6292 -4.7169 -0.4939
C -1.3991 -1.4813 -2.9091
C -2.5795 -3.4624 2.6670
C 2.6606 3.9826 -3.2895
C -4.3344 1.3531 -1.0565
C 0.9107 2.7618 -2.1946
H 1.7444 1.8949 4.8245
S -1.6745 1.1389 1.9209
C -1.3424 3.1793 -1.7590
I -1.7580 -1.9034 0.3488
C -2.5584 -4.2577 3.8221
H -6.3930 0.6530 -4.1808
C 1.0260 -1.6208 -3.0260
C -6.1376 1.9830 -2.5051
H 3.1784 3.8811 0.0603
C 4.6432 -3.6087 0.1910
C 3.9147 -2.4745 0.5227
H -3.5087 -3.3288 2.1285
C -0.0072 0.3244 -3.7562
H 3.0885 -3.6566 4.8970
C 1.0091 -4.0861 4.7227
C 3.4769 2.1048 3.5725
C -0.1788 -2.9804 2.8649
N -3.9935 0.3407 -1.8504
C 0.9630 -2.7180 -3.8708
C 4.0050 -4.7306 -0.3104
H -4.4469 -0.7399 -3.5354
H 4.4257 -1.6184 0.9430
C -0.1840 -3.8405 4.0171
N -4.3076 2.0048 1.2478
C -5.8198 0.8952 -3.2968
H -1.6657 -1.5382 -3.9674
H 2.0796 -4.2021 -4.9312
H -4.3414 5.5254 4.1658
H 0.7697 0.0838 3.4757
C -3.5694 1.5070 0.2151
C 2.1699 -3.4748 4.3559
H 0.8175 -3.6100 -0.2585
C -1.3759 -4.4556 4.4653
C -2.4251 2.5843 2.6138
```

These are the natural (NBO) partial charges, in e, on atoms 1 to 99: atom 1 (C): 0.0558, atom 2 (H): 0.2286, atom 3 (H): 0.2245, atom 4 (C): -0.1894, atom 5 (H): 0.2305, atom 6 (C): -0.3750, atom 7 (C): -0.2028, atom 8 (C): -0.2344, atom 9 (H): 0.2313, atom 10 (H): 0.2296, atom 11 (C): -0.1865, atom 12 (C): -0.2012, atom 13 (C): -0.1783, atom 14 (C): -0.1869, atom 15 (H): 0.2496, atom 16 (H): 0.2492, atom 17 (C): -0.1279, atom 18 (C): -0.2155, atom 19 (C): -0.1730, atom 20 (H): 0.2384, atom 21 (N): -0.5520, atom 22 (C): -0.2140, atom 23 (H): 0.2378, atom 24 (H): 0.2336, atom 25 (S): -0.0483, atom 26 (C): -0.3219, atom 27 (H): 0.2368, atom 28 (H): 0.2324, atom 29 (C): -0.2328, atom 30 (H): 0.2285, atom 31 (C): -0.1491, atom 32 (Ti): 1.1432, atom 33 (C): 0.0993, atom 34 (H): 0.2299, atom 35 (P): 0.8979, atom 36 (C): -0.1933, atom 37 (H): 0.2285, atom 38 (H): 0.2392, atom 39 (H): 0.2203, atom 40 (H): 0.2366, atom 41 (C): -0.2040, atom 42 (H): 0.2281, atom 43 (C): -0.2257, atom 44 (C): -0.2088, atom 45 (H): 0.2326, atom 46 (C): -0.2023, atom 47 (H): 0.2225, atom 48 (H): 0.2367, atom 49 (H): 0.2179, atom 50 (H): 0.2321, atom 51 (C): -0.1930, atom 52 (H): 0.2278, atom 53 (C): -0.2161, atom 54 (H): 0.4195, atom 55 (H): 0.2095, atom 56 (H): 0.2390, atom 57 (N): -0.7010, atom 58 (H): 0.2454, atom 59 (N): -0.5475, atom 60 (H): 0.2382, atom 61 (C): -0.1728, atom 62 (H): 0.2165, atom 63 (C): -0.3521, atom 64 (S): -0.0962, atom 65 (C): -0.1839, atom 66 (C): -0.4495, atom 67 (C): -0.2223, atom 68 (C): -0.1911, atom 69 (C): 0.1165, atom 70 (C): 0.1232, atom 71 (H): 0.2264, atom 72 (S): 0.5088, atom 73 (C): -0.3885, atom 74 (I): 0.3972, atom 75 (C): -0.1937, atom 76 (H): 0.2471, atom 77 (C): 0.0790, atom 78 (C): -0.1402, atom 79 (H): 0.2379, atom 80 (C): -0.1986, atom 81 (C): -0.1661, atom 82 (H): 0.2328, atom 83 (C): -0.2194, atom 84 (H): 0.2361, atom 85 (C): -0.1469, atom 86 (C): -0.2032, atom 87 (C): -0.0314, atom 88 (N): -0.4313, atom 89 (C): -0.1848, atom 90 (C): -0.1936, atom 91 (H): 0.2031, atom 92 (H): 0.2144, atom 93 (C): -0.0568, atom 94 (N): -0.5684, atom 95 (C): -0.2178, atom 96 (H): 0.2159, atom 97 (H): 0.2361, atom 98 (H): 0.2384, atom 99 (H): 0.2233

***

Record 2
Formula: C50H44ClN10O2PRbS2
Source: the Open Molecules 2025 dataset
Level of theory: ωB97M-V/def2-TZVPD

Results
frontier orbital gap = 4.04 eV
lowest unoccupied orbital energy = 1.3273 eV
energy = -4251.816747 Eh
multiplicity = 1
ΔE to the lowest compared entry with this formula, charge and spin = 39.82 kcal/mol
charge = -1

```
111
C50H44ClN10O2PRbS2 | the Open Molecules 2025 dataset | ωB97M-V/def2-TZVPD
N -3.2275 5.9222 -1.9111
C -2.2986 5.6426 2.8947
C -1.6387 -1.0948 3.8558
C -0.1672 4.8374 3.5982
H 2.0192 -0.6378 4.4681
C 2.4713 0.6413 -2.5632
C 5.6303 1.9299 -0.3734
C 2.8031 1.2445 4.0727
H -2.0129 -4.0294 -5.9141
C -0.0037 -2.5625 4.7294
H 0.7504 -0.7086 -6.6806
N 0.6388 1.8935 1.6832
H -6.3738 3.1348 -1.6847
C 0.8964 2.9166 2.3640
H 1.2482 0.3414 0.4496
N -0.4023 -3.0727 -3.9294
H 4.0901 3.0890 1.4142
H -7.0244 1.8012 -0.7447
C -0.0994 -3.4148 -5.2018
N -3.9376 3.8222 -1.4516
C 1.1779 -3.7812 -5.4743
C 1.6174 0.8369 1.3414
C -6.2271 2.5371 -0.7821
H -0.8445 -3.6323 -7.1866
H 3.4950 -6.4528 2.2426
C 1.6461 -0.2205 2.4167
C 3.1566 2.3927 3.1944
C 1.5091 -3.1182 2.2047
H -6.5533 0.4003 0.7470
H -1.5671 0.0614 -6.0498
C -0.7395 0.1121 -5.3523
H 6.8516 0.7560 0.9845
C -0.7241 -2.6765 5.9075
H -1.9138 0.9475 -3.7620
C -0.2184 3.9069 2.5612
H -3.0682 4.6102 1.1746
N 2.1325 1.1589 -1.3993
H -4.1546 6.1232 -2.2548
H 3.6477 -5.0323 -5.1744
H 0.6955 4.8492 4.2470
H -1.3233 -2.7330 -3.6921
H -0.2274 -4.3544 1.9600
H 2.5885 -0.4339 -4.9685
S -1.3207 4.0902 -2.0287
C 1.5631 -0.1518 -4.7731
C -4.8713 1.8833 -0.8127
C -1.2251 5.7124 3.7686
C -5.5061 -1.4674 0.7832
C -4.3751 -2.1346 0.3603
C 2.8985 1.4345 0.8582
C -3.4641 -1.4501 -0.4351
H 3.9757 -3.3061 -5.3209
C 4.4203 2.0142 -0.9740
H 4.4001 2.3981 -1.9865
H -3.3081 -0.6432 5.1119
C -2.2513 4.6901 1.8878
O 3.5831 0.3064 -3.0255
H -2.4923 -2.0674 6.9748
N 0.0514 0.7887 -3.1929
H 1.0303 -6.4777 2.0078
C -1.9195 -1.9894 6.0590
C 0.8516 -4.3421 2.0816
H 3.8374 3.0437 3.7456
N 1.7836 -3.4574 -3.1731
O 2.0233 3.3423 2.9689
N -3.8035 2.5034 -1.1461
H -4.7447 4.3146 -1.0937
H 4.6874 -4.2895 2.4199
C 1.5563 -5.5347 2.1049
C -0.4318 -1.7648 3.6614
C -2.8546 4.6007 -1.7987
C -5.6931 -0.1502 0.3933
H -6.3409 3.1981 0.0833
Rb -0.9578 1.0432 -0.4679
C -2.3802 -1.1925 5.0240
H -0.3473 -3.3002 6.7090
C 3.6072 -4.3094 2.3342
C 5.0571 1.2965 1.9304
C -1.2062 -3.3518 -6.2002
H -4.1681 -3.1532 0.6578
H 0.9259 -3.1080 4.6238
C 2.8954 -3.1152 2.3184
C 2.9406 -5.5217 2.2341
S 0.0102 -2.6952 -1.3538
C 3.5501 -4.0702 -4.6670
H 1.4759 -4.0598 -6.4742
H -3.1475 6.3081 2.9839
H -2.5403 -1.9246 -0.7532
H 4.1013 -4.0839 -3.7312
C -4.7367 0.4543 -0.4161
C 0.5464 -0.2940 -5.6993
H 6.4892 2.2486 -0.9583
H 3.0727 1.3468 5.1176
C 2.1103 -3.7577 -4.3982
H 3.4051 -2.1596 2.3786
H -1.2128 6.4378 4.5730
N -3.6416 -0.1913 -0.8271
H -2.5004 6.5089 -2.2859
C 3.1507 1.4951 -0.4788
H -6.2292 -1.9523 1.4265
C 3.8062 2.1162 1.8404
C 2.1628 0.1015 3.6796
C 5.9108 1.2921 0.8973
H -1.6140 -2.3409 -6.2461
H 5.2369 0.7079 2.8246
C 1.2877 0.4204 -3.5231
N -1.2478 3.8411 1.7132
P 0.5454 -1.5507 2.0957
Cl -2.3111 -0.0599 2.6076
C -0.9242 0.6283 -4.0828
C 0.4988 -3.1023 -2.8767
```

These are the Mulliken partial charges, in e, on atoms 1 to 99: atom 1 (N): -0.5295, atom 2 (C): -0.9194, atom 3 (C): 0.2957, atom 4 (C): -0.8164, atom 5 (H): 0.2819, atom 6 (C): -0.0941, atom 7 (C): -0.7924, atom 8 (C): -2.0590, atom 9 (H): 0.3830, atom 10 (C): -0.2653, atom 11 (H): 0.4495, atom 12 (N): 0.4621, atom 13 (H): 0.4462, atom 14 (C): 0.2698, atom 15 (H): 0.6634, atom 16 (N): 0.2203, atom 17 (H): 0.7929, atom 18 (H): 0.4662, atom 19 (C): 0.9918, atom 20 (N): -0.4708, atom 21 (C): -1.0312, atom 22 (C): -0.1369, atom 23 (C): -2.0754, atom 24 (H): 0.3559, atom 25 (H): 0.3631, atom 26 (C): 0.3899, atom 27 (C): -0.6945, atom 28 (C): 0.0586, atom 29 (H): 0.3102, atom 30 (H): 0.5927, atom 31 (C): -1.1386, atom 32 (H): 0.3721, atom 33 (C): -0.8668, atom 34 (H): 0.2991, atom 35 (C): -0.2799, atom 36 (H): 0.1918, atom 37 (N): 0.0917, atom 38 (H): 0.1863, atom 39 (H): 0.3793, atom 40 (H): 0.4672, atom 41 (H): 0.2091, atom 42 (H): 0.3334, atom 43 (H): 0.5922, atom 44 (S): -0.2100, atom 45 (C): -0.6687, atom 46 (C): 0.6415, atom 47 (C): -0.4089, atom 48 (C): -0.5205, atom 49 (C): -0.7808, atom 50 (C): -0.5778, atom 51 (C): 0.2635, atom 52 (H): 0.3121, atom 53 (C): -0.9296, atom 54 (H): 0.3822, atom 55 (H): 0.4421, atom 56 (C): 0.1119, atom 57 (O): -0.8455, atom 58 (H): 0.3425, atom 59 (N): 0.3907, atom 60 (H): 0.3787, atom 61 (C): -0.4803, atom 62 (C): -0.2604, atom 63 (H): 0.5252, atom 64 (N): -0.4294, atom 65 (O): -0.4562, atom 66 (N): 0.4552, atom 67 (H): 0.3846, atom 68 (H): 0.3944, atom 69 (C): -0.6633, atom 70 (C): -0.3609, atom 71 (C): 0.2736, atom 72 (C): -0.9811, atom 73 (H): 0.3977, atom 74 (Rb): 0.6622, atom 75 (C): -0.7944, atom 76 (H): 0.3980, atom 77 (C): -0.6693, atom 78 (C): -0.9207, atom 79 (C): -1.4084, atom 80 (H): 0.4535, atom 81 (H): 0.4661, atom 82 (C): -0.2157, atom 83 (C): -0.4604, atom 84 (S): -0.0849, atom 85 (C): -1.4190, atom 86 (H): 0.3650, atom 87 (H): 0.3843, atom 88 (H): 0.1245, atom 89 (H): 0.3439, atom 90 (C): 0.6904, atom 91 (C): -0.3673, atom 92 (H): 0.3436, atom 93 (H): 0.1722, atom 94 (C): 1.1496, atom 95 (H): 0.3244, atom 96 (H): 0.4080, atom 97 (N): -0.0360, atom 98 (H): 0.2514, atom 99 (C): 0.2742

***

| no. | HOMO (eV) |
| --- | --- |
| 1 | -12.5 |
| 2 | -2.7 |